{"formula": "C12H16BrN2NaO3", "method": "ωB97M-V/def2-TZVPD", "lumo_ev": -0.2, "e_tot_ha": -3538.4790, "symbols": ["Na", "C", "N", "C", "C", "O", "N", "C", "C", "H", "H", "H", "H", "H", "H", "H", "H", "H", "H", "H", "H", "Br", "C", "C", "C", "C", "C", "C", "C", "O", "O", "H", "H", "H", "H"], "xyz": [[-1.4341, -0.4913, -1.4793], [1.6258, 3.9902, -0.6071], [0.9334, 2.9945, -1.3889], [1.6159, 2.5802, -2.5949], [-0.1356, 2.2968, -0.9536], [-0.4871, 1.2443, -1.4950], [-0.7929, 2.7817, 0.1610], [-1.3164, 4.1369, 0.1559], [-1.6830, 1.8424, 0.8133], [2.6800, 3.7166, -0.5292], [1.2132, 4.0373, 0.3951], [1.5634, 4.9766, -1.0763], [2.4854, 1.9591, -2.3691], [1.9464, 3.4633, -3.1410], [0.9322, 2.0053, -3.2112], [-0.8741, 4.7202, -0.6457], [-1.1186, 4.6236, 1.1138], [-2.3991, 4.1129, -0.0049], [-1.1652, 0.8936, 0.9494], [-2.5962, 1.6629, 0.2307], [-1.9501, 2.2516, 1.7866], [-0.0561, -7.0850, 3.1193], [0.2319, -5.5638, 2.0043], [1.5139, -5.0470, 1.9349], [1.7484, -3.9473, 1.1297], [0.7081, -3.3734, 0.4268], [-0.5780, -3.8858, 0.5167], [-0.8198, -4.9998, 1.3084], [-1.7086, -3.1811, -0.2313], [-2.8675, -3.4972, -0.0007], [-1.3282, -2.2747, -1.0280], [2.3154, -5.4922, 2.5019], [2.7440, -3.5350, 1.0548], [0.8747, -2.5171, -0.2119], [-1.8213, -5.3991, 1.3657]], "lowdin_charge": [0.5852, -0.0465, -0.1322, -0.0274, -0.4719, -0.0218, -0.1546, -0.0541, -0.0421, 0.0969, 0.0855, 0.0969, 0.1010, 0.0940, 0.0901, 0.0863, 0.0957, 0.0960, 0.0993, 0.1004, 0.0996, 0.7014, -0.6730, -0.1464, -0.0838, -0.0367, -0.1210, -0.0641, -0.6366, 0.0284, -0.1559, 0.0927, 0.1002, 0.1053, 0.1132]}